# 1
# C27H61N3NbO17S

C27H61N3NbO17S as an isolated structure in a non-equilibrium geometry (wB97M-V/def2-TZVPD, the Open Molecules 2025 dataset).

Energy above the lowest of the compared OMol25 structures with the same formula, charge and spin = 12.7 kcal/mol
HOMO energy = -4.235 eV
E_tot = -2963.62600 hartree
Total charge = -1
Frontier orbital gap = 6.3 eV
LUMO = 2.06 eV

Each line ends with the Mulliken charge.
CARTESIAN COORDINATES (ANGSTROEM)
N: 5.2695 3.1050 -0.4096  -0.472
C: 5.3854 2.3303 0.8311  -0.986
C: 4.8680 0.8801 0.7878  -0.840
Nb: 2.7215 0.5819 -0.0189  -0.480
C: 3.5927 -0.9589 -1.4925  -0.626
N: 3.9581 -0.3637 -2.8355  -0.785
C: 2.0906 2.3371 1.2884  -0.935
C: 0.5848 2.7360 1.3321  -0.567
C: -0.1266 2.8749 -0.0167  -0.692
S: -1.5343 1.7395 -0.2453  -0.295
C: 2.4513 -1.0119 1.6185  -0.608
O: 1.4057 -1.9833 1.2200  -0.113
N: 1.9445 -3.1548 0.8035  0.115
O: 1.2261 -3.7323 0.0529  -0.449
H: 5.3425 2.4856 -1.2059  0.152
H: 4.3517 3.5306 -0.4033  0.298
H: 6.4340 2.2951 1.1373  0.348
H: 4.8797 2.8854 1.6165  0.450
H: 5.5858 0.2541 0.2613  0.501
H: 4.8091 0.5582 1.8325  0.401
H: 1.0372 0.1542 -0.5643  0.182
H: 2.8969 1.8070 -1.3853  -0.065
H: 2.9032 -1.7810 -1.6692  0.313
H: 4.5260 -1.3416 -1.0830  0.359
H: 3.1697 0.1972 -3.1357  0.292
H: 4.6746 0.3289 -2.6432  0.245
H: 2.6422 3.2570 1.0877  0.449
H: 2.3741 2.0544 2.3078  0.447
H: 0.5414 3.7186 1.8066  0.322
H: 0.0507 2.0656 1.9969  0.344
H: 0.5523 2.8375 -0.8619  0.275
H: -0.6127 3.8452 -0.0511  0.406
H: -1.0231 0.6807 -0.8881  0.094
H: 3.3577 -1.6026 1.7395  0.560
H: 2.1064 -0.5890 2.5603  0.359
C: 2.2401 -4.0197 4.6198  -1.218
C: 0.8185 -3.5051 4.6520  -0.130
O: 0.3626 -3.3024 6.0065  -0.264
C: 0.8020 -2.2013 6.6036  0.635
O: 1.5123 -1.3578 6.1283  -0.578
O: 0.3088 -2.1844 7.8570  -0.233
C: 0.7702 -1.0741 8.6312  -0.786
H: 2.3348 -4.9185 5.2320  0.353
H: 2.5354 -4.2525 3.5970  0.399
H: 2.9330 -3.2775 5.0146  0.298
H: 0.1427 -4.2413 4.2221  0.302
H: 0.7115 -2.5862 4.0772  0.262
H: 0.5940 -0.1352 8.1122  0.303
H: 1.8297 -1.1854 8.8561  0.316
H: 0.2018 -1.0879 9.5578  0.245
C: 7.7245 2.0525 -7.4482  -1.116
C: 6.3967 2.7795 -7.4899  -0.184
O: 5.8040 2.8775 -6.1911  -0.339
C: 6.3170 3.8181 -5.3941  0.739
O: 7.1941 4.5926 -5.6880  -0.579
O: 5.6856 3.7545 -4.2275  -0.266
C: 6.1661 4.6653 -3.2313  -0.664
H: 7.6081 1.0794 -6.9700  0.299
H: 8.1092 1.9070 -8.4583  0.358
H: 8.4602 2.6175 -6.8776  0.311
H: 5.6821 2.2197 -8.0909  0.293
H: 6.4964 3.7716 -7.9306  0.316
H: 6.1767 5.6863 -3.6085  0.364
H: 7.1630 4.3731 -2.9072  0.316
H: 5.4926 4.5982 -2.3857  0.133
C: 0.1592 -7.6011 11.9184  -1.087
C: -1.1785 -7.8835 11.2673  -0.178
O: -1.8058 -6.6850 10.7963  -0.383
C: -1.3186 -6.2018 9.6454  0.773
O: -0.4414 -6.7026 8.9894  -0.562
O: -1.9763 -5.0861 9.3571  -0.400
C: -1.5133 -4.4077 8.1720  -0.648
H: 0.0477 -6.8555 12.7069  0.287
H: 0.5711 -8.5134 12.3505  0.350
H: 0.8713 -7.2126 11.1919  0.312
H: -1.8696 -8.3034 11.9967  0.284
H: -1.0825 -8.5991 10.4511  0.308
H: -1.5055 -5.0816 7.3189  0.308
H: -0.5254 -3.9942 8.3353  0.411
H: -2.2116 -3.5988 7.9786  0.319
C: -5.5246 2.4357 -2.5566  -0.934
C: -4.3979 3.4363 -2.7018  -0.196
O: -3.4208 2.9957 -3.6572  -0.246
C: -3.7522 3.1508 -4.9314  0.754
O: -4.7714 3.6440 -5.3536  -0.576
O: -2.7618 2.6640 -5.6809  -0.327
C: -3.0114 2.6962 -7.0858  -0.620
H: -5.1238 1.4502 -2.3177  0.274
H: -6.2040 2.7439 -1.7619  0.367
H: -6.0948 2.3478 -3.4815  0.150
H: -3.8647 3.5288 -1.7582  0.286
H: -4.7689 4.4239 -2.9766  0.312
H: -3.2878 3.6968 -7.4119  0.287
H: -3.7967 1.9873 -7.3462  0.269
H: -2.0851 2.4010 -7.5700  0.224
C: -9.6568 -1.5596 -5.6811  -1.093
C: -10.4622 -0.6308 -6.5649  -0.184
O: -10.1702 0.7472 -6.2960  -0.375
C: -9.0272 1.2001 -6.8194  0.782
O: -8.2646 0.5688 -7.5052  -0.564
O: -8.8839 2.4725 -6.4574  -0.373
C: -7.6559 3.0756 -6.8890  -0.508
H: -9.8005 -1.3040 -4.6307  0.290
H: -9.9645 -2.5936 -5.8382  0.354
H: -8.5929 -1.4810 -5.8991  0.313
H: -11.5254 -0.7450 -6.3597  0.287
H: -10.3034 -0.8453 -7.6216  0.310
H: -7.5205 2.9580 -7.9621  0.314
H: -6.8140 2.6456 -6.3529  0.221
H: -7.7232 4.1316 -6.6470  0.222

# 2
# C27H62N2O10P2S2

A 3-piece molecular cluster, C27H62N2O10P2S2 overall in a non-equilibrium geometry (wB97M-V/def2-TZVPD, the Open Molecules 2025 dataset).

HOMO energy = -8.303 eV
E_tot = -3406.68972 hartree
Structure (SMILES) = CCCCN(CCCC[C@H](CNCOCCC)OCCC)C(=S)SCCC.COP(=O)(OC)OC.COP(=O)(OC)OC
Frontier orbital gap = 7.5 eV
LUMO = -0.76 eV

Each line ends with the Mulliken charge.
CARTESIAN COORDINATES (ANGSTROEM)
C: 1.2718 0.0251 2.8993  0.003
C: 2.1324 -1.1479 3.6648  -0.616
C: 3.6715 -1.3344 3.1282  -0.464
C: 3.8049 -2.2564 1.7590  -0.740
N: 2.9933 -1.7323 0.5953  0.668
C: 3.8526 -1.4562 -0.6217  -0.879
C: 4.1937 0.1263 -0.8820  -0.209
C: 4.4767 1.0022 0.4855  0.666
C: 4.6126 2.6241 0.1818  -0.863
C: 3.4516 3.5241 0.9817  0.993
C: 2.5198 4.1904 -0.1888  -0.302
N: 1.8188 3.0118 -0.8970  0.006
C: 1.9731 3.1499 -2.4070  -0.405
O: 1.0392 4.1394 -2.9648  -0.344
C: 1.7299 5.2512 -3.6357  -0.418
C: 1.6847 6.6795 -2.7770  -0.327
C: 0.3404 6.8495 -1.8540  -0.640
O: 4.1949 4.4761 1.8168  -0.499
C: 3.3616 5.5847 2.2997  -0.487
C: 2.0239 5.1472 3.1385  0.247
C: 2.1179 5.6471 4.7318  -1.092
C: 1.8465 -2.6539 0.2321  -0.386
S: 2.0988 -4.2451 -0.4067  -0.053
S: 0.0319 -2.1434 0.4374  -0.120
C: -0.3836 -0.8138 -0.8431  0.020
C: -2.0262 -0.5559 -0.7161  -0.553
C: -2.2128 0.4630 0.5858  -0.295
H: 1.4615 1.0985 3.3575  0.119
H: 1.4899 0.1136 1.7435  -0.227
H: 0.1251 -0.2539 3.0468  0.214
H: 1.5415 -2.1719 3.6590  0.209
H: 2.2139 -0.8064 4.8030  0.349
H: 4.2345 -0.2945 3.0253  0.148
H: 4.2596 -1.9409 3.9702  0.374
H: 3.3955 -3.3381 2.0198  0.350
H: 4.9603 -2.3655 1.5406  0.310
H: 3.2170 -1.8229 -1.5617  0.359
H: 4.8374 -2.1292 -0.6376  0.282
H: 5.1881 0.1886 -1.5354  0.321
H: 3.3321 0.6384 -1.4874  -0.136
H: 3.6039 0.7790 1.2327  -0.958
H: 5.5060 0.6130 0.9255  0.391
H: 5.7062 2.9898 0.4400  0.379
H: 4.4851 2.8274 -0.9870  0.051
H: 2.8769 2.7825 1.7038  -0.381
H: 1.6435 4.8610 0.2240  -0.179
H: 3.1447 4.8392 -0.9648  0.234
H: 0.8175 3.0713 -0.6088  0.238
H: 3.1054 3.3590 -2.6138  0.342
H: 1.6823 2.1036 -2.8945  0.145
H: 1.1008 5.4792 -4.6244  0.300
H: 2.8172 5.0172 -3.9991  0.232
H: 1.6254 7.5302 -3.6096  0.357
H: 2.6263 6.8356 -2.0927  0.214
H: 0.0651 8.0032 -1.7256  0.316
H: -0.6026 6.2769 -2.2587  0.212
H: 0.5138 6.4593 -0.7395  0.018
H: 4.0431 6.1984 3.0648  0.404
H: 3.0465 6.3647 1.4749  0.162
H: 1.1206 5.7709 2.6695  0.188
H: 1.8165 3.9971 3.1889  -0.117
H: 3.1595 5.3104 5.2070  0.307
H: 1.2984 4.9860 5.2943  0.320
H: 1.8917 6.7870 4.8672  0.288
H: -0.0756 -1.1530 -1.9428  0.379
H: 0.1417 0.1831 -0.5202  -0.207
H: -2.5775 -1.5858 -0.5128  0.198
H: -2.4986 -0.1150 -1.6933  0.347
H: -3.1706 0.2102 1.2186  0.162
H: -2.2687 1.5661 0.1769  0.218
H: -1.2220 0.3448 1.2384  -0.084
C: -2.5608 -7.9807 -4.7020  -0.678
O: -1.2812 -7.7116 -5.2378  -0.328
P: -0.2048 -6.9420 -4.3211  1.039
O: 1.0921 -6.6187 -4.9901  -0.716
O: -0.0715 -7.8910 -3.0237  -0.224
C: 0.4729 -9.1796 -3.2177  -0.743
O: -1.0210 -5.6719 -3.7622  -0.322
C: -0.3597 -4.8338 -2.8378  -0.523
H: -2.7954 -9.0352 -4.8676  0.264
H: -2.6121 -7.7768 -3.6287  0.343
H: -3.2999 -7.3647 -5.2192  0.263
H: 0.9421 -9.2835 -4.2007  0.351
H: -0.3292 -9.9157 -3.1224  0.252
H: 1.2220 -9.3682 -2.4448  0.252
H: 0.4905 -5.3370 -2.3687  0.229
H: -1.0714 -4.5505 -2.0581  0.258
H: -0.0127 -3.9329 -3.3488  0.247
C: -9.0418 -2.0260 0.2731  -0.687
O: -7.6471 -1.7993 0.2878  -0.316
P: -7.0202 -0.9098 1.4740  0.860
O: -5.5530 -0.6446 1.3695  -0.444
O: -7.4653 -1.6988 2.8086  -0.290
C: -6.9319 -2.9917 3.0043  -0.685
O: -7.9521 0.4026 1.4978  -0.329
C: -7.7041 1.3539 2.5116  -0.664
H: -9.2216 -3.0963 0.1458  0.262
H: -9.5247 -1.6993 1.1985  0.344
H: -9.4811 -1.4871 -0.5694  0.259
H: -6.1026 -3.2015 2.3220  0.328
H: -7.7255 -3.7252 2.8420  0.251
H: -6.5750 -3.0761 4.0337  0.258
H: -7.1402 0.9234 3.3439  0.317
H: -8.6644 1.7140 2.8896  0.261
H: -7.1479 2.1949 2.0915  0.252